No. 1
# C25H25As2ClIN6OTa

C25H25As2ClIN6OTa as an isolated structure (ωB97M-V with the def2-TZVPD basis set, OMol25).

## Properties
Energy relative to the best compared isomer or geometry (same formula, charge and spin) = 93.9 kcal/mol
Kohn-Sham gap = 5.8817 eV
Total charge = +4
E_LUMO = -0.5142 Eh

Geometry as XYZ:
```
62
C25H25As2ClIN6OTa, DFT ωB97M-V with the def2-TZVPD basis set
Ta 0.30 0.01 0.26
N -3.91 -1.03 -0.11
C -2.88 -1.15 -0.94
N -1.74 -0.64 -0.46
C -2.20 -0.11 0.80
N -3.46 -0.71 1.23
C -1.74 2.40 0.88
C -2.05 3.70 1.26
N -1.18 4.69 1.19
C 0.03 4.43 0.72
C 0.39 3.15 0.34
N -0.48 2.13 0.42
H -4.77 -1.57 -0.20
H -3.00 -1.64 -1.90
H -3.05 3.94 1.62
H 0.73 5.25 0.65
H 1.39 2.93 -0.03
C -0.66 0.80 -3.57
As 0.84 0.29 -2.46
C 2.27 1.47 -3.03
C 1.32 -1.52 -2.96
C 1.12 -1.94 -4.26
C 1.50 -3.23 -4.64
C 2.07 -4.09 -3.72
C 2.28 -3.67 -2.41
C 1.91 -2.39 -2.02
As 2.28 -1.78 -0.23
C 4.06 -1.04 -0.18
C 2.29 -3.30 0.96
H -1.41 0.02 -3.57
H -0.30 0.95 -4.59
H -1.08 1.73 -3.21
H 2.59 1.15 -4.03
H 3.12 1.43 -2.35
H 1.88 2.48 -3.08
H 0.68 -1.29 -5.00
H 1.34 -3.55 -5.66
H 2.36 -5.09 -4.01
H 2.74 -4.35 -1.70
H 4.76 -1.84 -0.44
H 4.28 -0.68 0.82
H 4.16 -0.24 -0.91
H 3.12 -3.95 0.68
H 1.35 -3.84 0.88
H 2.45 -2.95 1.98
Cl -2.74 1.22 6.28
C -1.60 0.96 5.08
C -0.26 1.13 5.36
C 0.76 0.96 4.39
I 2.70 1.29 4.87
C 0.37 0.55 3.09
O 1.15 0.38 1.97
C -0.94 0.26 2.85
N -1.07 -0.29 1.61
C -2.75 1.30 0.79
C -3.79 0.67 1.81
C -3.31 0.74 3.26
C -2.04 0.59 3.72
H 0.02 1.42 6.36
H -3.32 1.44 -0.13
H -4.82 0.98 1.72
H -4.06 1.06 3.98
```

***

No. 2
# C25H25AsCaCl2N4O2S2

C25H25AsCaCl2N4O2S2 as an isolated structure (ωB97M-V with the def2-TZVPD basis set, OMol25).

## Properties
Energy relative to the best compared isomer or geometry (same formula, charge and spin) = 0.0 kcal/mol
Kohn-Sham gap = 5.1746 eV
Total charge = -2
E_LUMO = 0.1625 Eh

Geometry as XYZ:
```
62
C25H25AsCaCl2N4O2S2, DFT ωB97M-V with the def2-TZVPD basis set
Ca 0.55 -0.04 0.69
Cl -5.28 1.91 4.82
C -3.88 2.04 3.78
C -3.38 0.89 3.19
C -2.26 0.91 2.36
N -1.68 -0.24 1.82
C -2.37 -1.37 1.74
O -3.58 -1.59 1.96
C -1.56 -2.57 1.27
C -2.18 -3.81 1.16
C -1.43 -4.90 0.75
C -0.08 -4.72 0.47
C 0.46 -3.45 0.59
N -0.27 -2.40 0.98
C -1.63 2.17 2.09
C -2.17 3.31 2.69
C -3.28 3.25 3.53
Cl -3.88 4.74 4.24
N -0.48 2.18 1.30
C 0.00 3.32 0.83
O -0.45 4.48 0.89
C 1.33 3.18 0.09
C 1.95 4.33 -0.41
C 3.16 4.20 -1.06
C 3.73 2.93 -1.19
C 3.04 1.85 -0.67
N 1.87 1.98 -0.05
H -3.88 -0.05 3.38
H -3.23 -3.87 1.40
H -1.89 -5.87 0.66
H 0.54 -5.54 0.14
H 1.50 -3.24 0.36
H -1.73 4.27 2.50
H 1.45 5.27 -0.27
H 3.67 5.07 -1.46
H 4.67 2.78 -1.69
H 3.43 0.84 -0.75
C 3.87 -2.47 -2.45
C 3.16 -1.79 -1.29
S 1.60 -1.11 -1.75
C 3.74 -1.74 -0.07
C 5.13 -2.33 0.14
S 3.07 -1.06 1.42
H 3.13 -2.82 -3.16
H 4.49 -3.32 -2.14
H 4.52 -1.76 -2.99
H 5.07 -3.39 0.42
H 5.62 -1.81 0.96
H 5.76 -2.25 -0.74
C -3.68 0.29 -1.30
As -1.82 -0.27 -1.62
C -2.04 -1.01 -3.43
C -1.13 1.47 -2.21
H -4.05 0.90 -2.13
H -3.70 0.87 -0.38
H -4.31 -0.58 -1.17
H -2.55 -0.29 -4.08
H -2.61 -1.94 -3.39
H -1.04 -1.23 -3.82
H -1.74 1.87 -3.03
H -0.08 1.37 -2.52
H -1.18 2.15 -1.37
```

***

No. 3
# C25H25BF2O4

A 2-piece molecular cluster, C25H25BF2O4 overall in a non-equilibrium geometry (ωB97M-V with the def2-TZVPD basis set, OMol25).

## Properties
Energy relative to the best compared isomer or geometry (same formula, charge and spin) = 150.0 kcal/mol
Kohn-Sham gap = 3.7018 eV
E_LUMO = -0.0675 Eh

Geometry as XYZ:
```
57
C25H25BF2O4, DFT ωB97M-V with the def2-TZVPD basis set
C 0.27 5.47 2.82
C 0.54 3.99 3.04
C 0.45 3.00 4.04
C 0.89 1.73 3.45
C 0.89 1.84 1.97
B 5.38 1.45 2.02
O 4.40 2.55 1.61
C 4.44 2.46 0.18
C 4.24 0.89 0.01
C 4.01 0.79 -1.49
C 3.18 0.29 1.17
O 3.86 0.13 2.32
C 5.66 0.23 0.54
O 6.62 1.23 2.03
O 0.96 3.23 1.90
H 0.41 6.04 3.76
H 0.98 5.80 2.00
H -0.84 5.56 2.66
H 0.18 3.07 5.13
H 1.03 0.88 4.17
H 3.66 2.94 -0.44
H 5.43 2.74 -0.33
H 4.22 -0.24 -1.73
H 4.18 1.76 -2.16
H 4.96 1.01 -2.16
H 2.02 0.83 1.24
H 2.78 -0.61 0.62
H 5.46 -0.55 1.23
H 6.59 0.24 -0.12
F 4.33 2.09 -6.33
C 3.33 2.53 -5.44
C 2.35 3.34 -5.98
C 1.21 3.54 -5.14
C 1.11 2.91 -3.87
C 2.17 2.12 -3.29
C 2.34 1.16 -1.87
C 2.46 -0.23 -2.45
C 2.37 -1.35 -1.68
C 2.96 -2.54 -2.14
C 4.18 -2.80 -2.92
C 4.63 -4.12 -2.89
F 5.88 -4.44 -3.40
C 3.84 -5.17 -2.42
C 2.59 -4.87 -1.84
C 2.18 -3.58 -1.64
C 3.31 2.08 -4.10
H 2.42 3.81 -6.97
H 0.43 4.28 -5.43
H 0.23 3.14 -3.26
H 1.62 1.36 -1.08
H 3.29 -0.35 -3.28
H 1.88 -1.25 -0.69
H 4.83 -2.08 -3.46
H 4.15 -6.20 -2.58
H 1.84 -5.62 -1.60
H 1.27 -3.23 -1.11
H 4.28 1.66 -3.91
```

***

No. 4
# C25H25Cl3I2N4O4S4Tl

C25H25Cl3I2N4O4S4Tl as an isolated structure (ωB97M-V with the def2-TZVPD basis set, OMol25).

## Properties
Energy relative to the best compared isomer or geometry (same formula, charge and spin) = 41.9 kcal/mol
Kohn-Sham gap (spin up / spin down) = 6.9807 / 4.4891 eV
Total charge = +1
E_LUMO (spin up / spin down) = -0.1521 / -0.2351 Eh

Geometry as XYZ:
```
68
C25H25Cl3I2N4O4S4Tl, DFT ωB97M-V with the def2-TZVPD basis set
Tl 0.31 -0.09 -0.37
C -1.68 3.22 2.68
C -0.88 1.99 2.34
N 0.03 2.00 1.43
N 0.13 3.12 0.69
C 1.04 3.18 -0.29
N 0.88 4.16 -1.18
S 2.36 2.10 -0.36
C -1.11 0.72 3.08
C -1.98 0.66 4.16
C -2.16 -0.55 4.82
C -1.46 -1.66 4.40
C -0.63 -1.51 3.29
N -0.46 -0.37 2.65
H -1.04 4.09 2.73
H -2.42 3.40 1.90
H -2.20 3.13 3.63
H -0.77 3.62 0.50
H 0.02 4.69 -1.23
H 1.52 4.21 -1.96
H -2.52 1.52 4.51
H -2.84 -0.62 5.66
H -1.56 -2.62 4.89
H -0.09 -2.36 2.89
I 2.05 -2.28 -2.38
C 1.12 -1.54 -4.15
I -0.19 0.09 -3.76
H 0.54 -2.34 -4.58
H 1.91 -1.21 -4.81
O -1.24 -2.27 0.62
S -2.45 -1.39 0.45
C -3.83 -2.21 1.25
C -3.80 -3.58 1.44
C -4.88 -4.18 2.07
C -5.96 -3.41 2.49
C -5.96 -2.04 2.30
C -4.88 -1.42 1.68
C -2.96 -1.64 -1.26
C -2.41 -2.71 -1.96
C -2.83 -2.94 -3.26
C -3.77 -2.11 -3.85
C -4.30 -1.04 -3.14
C -3.89 -0.79 -1.84
H -2.94 -4.15 1.12
H -4.88 -5.25 2.23
H -6.80 -3.89 2.97
H -6.80 -1.44 2.64
H -4.86 -0.35 1.54
H -1.68 -3.34 -1.47
H -2.42 -3.78 -3.81
H -4.10 -2.30 -4.86
H -5.03 -0.38 -3.61
H -4.29 0.04 -1.28
C 3.28 -4.47 2.40
O 4.40 -3.81 1.78
C 4.22 -2.62 1.31
S 5.34 -1.66 0.54
S 2.85 -1.64 1.34
H 3.67 -5.39 2.82
H 2.52 -4.69 1.65
H 2.86 -3.84 3.18
Cl -2.62 4.97 -3.12
C -2.96 3.29 -2.68
Cl -4.67 3.11 -2.24
Cl -2.61 2.26 -4.07
C -2.12 2.90 -1.40
O -2.13 3.80 -0.53
O -1.55 1.79 -1.40
```